Formula: C4H11N2S
Source: OMol25
Level of theory: ωB97M-V/def2-TZVPD

Values from the calculation:
total charge = -1
HOMO energy = -2.398 eV
spin multiplicity = 1
structure (SMILES) = C[C@@H](C[S-])NCN
electronic energy = -18142.1070 eV

Each line ends with the Mulliken charge.
Positions of all 18 atoms, in Å:
C: -0.08397 1.42919 -0.92247  -1.32
C: 0.09260 -0.09153 -0.98897  0.21
C: 1.45481 -0.63011 -0.57046  -0.70
S: 2.77324 -0.28642 -1.84920  -0.65
N: -1.09586 -0.69787 -0.26847  -0.45
C: -1.33906 -0.17052 1.13001  -0.81
N: -0.29099 -0.37107 2.07519  -0.56
H: -1.11302 1.68885 -1.16884  0.40
H: 0.60008 1.86632 -1.66938  0.36
H: 0.22476 1.92266 0.00253  0.26
H: -0.00761 -0.42287 -2.03883  0.28
H: 1.87958 -0.13254 0.29710  0.07
H: 1.29895 -1.70138 -0.35082  0.27
H: -0.94704 -1.69186 -0.13178  0.29
H: -1.65909 0.86762 1.01531  0.37
H: -2.31135 -0.63966 1.30542  0.38
H: 0.40556 0.33706 1.87749  0.32
H: 0.11841 -1.27587 2.25618  0.29

Atomic forces in eV per Å
C 0.9758 0.0333 -1.0225
C -1.0265 -0.2701 0.3843
C 0.7722 0.3513 -0.5896
S -0.5413 -0.3708 0.2458
N 0.4567 0.9112 0.7464
C -0.9324 -1.3667 -2.5978
N -0.2756 1.5852 1.0023
H -0.0342 0.1165 0.0405
H -0.3340 -0.1692 0.0962
H -0.1773 -0.3647 0.3103
H -0.1019 0.3409 0.3058
H -0.4004 -0.0907 0.4912
H 0.3850 0.1843 -0.1020
H 0.1640 -0.0979 -0.2953
H 0.7733 0.1570 0.3462
H 0.2606 -0.4409 1.0284
H 0.3199 -0.5312 0.2573
H -0.2838 0.0228 -0.6476